Entry 1:
Molecular formula: H10N3
Method: DFT, wB97M-V/def2-TZVPD

```
13
Properties=species:S:1:pos:R:3
N -0.1217 -1.3772 -1.2938
H 0.1545 -0.4400 -0.9834
H -0.1042 -1.9648 -0.4543
H -1.0492 -1.2644 -1.7231
H 0.5269 -1.6843 -2.0317
N -0.9486 -0.4538 1.3969
H -0.1664 0.0768 1.7822
H -1.3020 -1.0578 2.1459
H -1.6354 0.3086 1.4883
N 1.0598 1.8249 -0.0979
H 1.3856 2.1797 -1.0135
H 1.8971 1.5178 0.4166
H 0.3035 2.3344 0.3678
```

Its multiplicity is 2. The value obtained for the orbital gap (spin up / spin down) is 11.63 / 4.98 eV. The value obtained for the HOMO energy (spin up / spin down) is -20.01 / -19.54 eV. The electronic energy is -169.4949 Eh. The charge is +2. The strongest force on any atom comes out at 2.1 eV/A. Its expectation value of S² is 0.755. Its lowest unoccupied orbital energy (spin up / spin down) is -8.4 / -14.6 eV.

Atom charges from the Mulliken analysis, given in e for atoms 1 to 8: atom 1 (N): -0.433, atom 2 (H): 0.179, atom 3 (H): 0.407, atom 4 (H): 0.411, atom 5 (H): 0.418, atom 6 (N): -0.740, atom 7 (H): 0.251, atom 8 (H): 0.307


Entry 2:
Molecular formula: H10NO15S3Zn
Method: DFT, wB97M-V/def2-TZVPD

```
30
Properties=species:S:1:pos:R:3
Zn -0.3350 -0.1279 0.6771
N 1.1855 0.8885 -1.8367
H 0.3975 1.6238 -1.9562
H 2.0327 1.1689 -2.3100
H 0.8282 -0.0686 -2.1415
H 1.3782 0.7525 -0.8213
S -0.7662 -1.9013 -2.2416
O -0.8356 -0.9894 -1.0341
O -2.1155 -1.9113 -2.8579
O 0.2332 -1.3373 -3.2049
O -0.3631 -3.2558 -1.8160
S 3.0037 -0.3962 0.9382
O 3.4387 0.3487 2.1628
O 1.6024 0.0704 0.5526
O 3.8797 -0.0539 -0.2063
O 2.9327 -1.8524 1.2404
S -1.2769 2.8362 -0.6779
O -1.1002 2.2592 -2.0383
O -0.4512 4.0437 -0.4701
O -2.7039 3.1140 -0.4015
O -0.7332 1.7391 0.1914
O -2.4049 -0.3626 1.2530
H -3.0014 -0.9200 1.7575
H -2.9401 0.0578 0.5567
O -0.1784 0.4808 2.8337
H 0.0454 0.0358 3.6557
H -0.6994 1.2565 3.0755
O -0.2729 -2.2041 1.4731
H 0.2674 -2.5205 2.2075
H -1.0472 -2.7745 1.4393
```

The value obtained for the orbital gap is 4.80 eV. The value obtained for the HOMO energy is 0.88 eV. The electronic energy is -4163.3332 Eh. The charge is -3. The strongest force on any atom comes out at 1.7 eV/A. Its lowest unoccupied orbital energy is 5.7 eV.

Atom charges from the Mulliken analysis, given in e for atoms 1 to 8: atom 1 (Zn): 1.672, atom 2 (N): -0.089, atom 3 (H): 0.425, atom 4 (H): 0.357, atom 5 (H): 0.199, atom 6 (H): 0.320, atom 7 (S): 1.284, atom 8 (O): -0.585


Entry 3:
Molecular formula: H10NO8Pt
Method: DFT, wB97M-V/def2-TZVPD

```
20
Properties=species:S:1:pos:R:3
Pt 3.3572 2.6426 -0.5552
N 0.9245 0.1455 0.1384
O 0.2207 0.0285 1.1471
O 1.1356 1.2888 -0.2902
O 1.3498 -0.8478 -0.4177
O -0.1801 -2.4492 3.0334
H -0.7913 -2.8242 3.6797
H -0.7497 -2.0455 2.3728
O -1.2304 1.3396 3.3363
H -0.9071 1.9519 2.6677
H -0.9019 0.4774 3.0688
O -1.0986 -2.5253 -0.7796
H -1.5850 -2.5449 0.0518
H -0.3734 -1.9066 -0.6401
O -1.4528 2.2177 -2.0789
H -0.6354 2.2015 -1.5740
H -1.2372 2.6967 -2.8877
O 1.6160 0.3575 -3.5077
H 0.8139 0.0741 -3.9660
H 1.7252 -0.2785 -2.7990
```

Its multiplicity is 3. The value obtained for the orbital gap (spin up / spin down) is 6.04 / 4.56 eV. The value obtained for the HOMO energy (spin up / spin down) is -14.41 / -14.40 eV. The electronic energy is -781.3064 Eh. The charge is +1. The strongest force on any atom comes out at 1.3 eV/A. Its expectation value of S² is 2.010. Its lowest unoccupied orbital energy (spin up / spin down) is -8.4 / -9.8 eV.

Atom charges from the Mulliken analysis, given in e for atoms 1 to 8: atom 1 (Pt): 0.978, atom 2 (N): 1.087, atom 3 (O): -0.199, atom 4 (O): -0.581, atom 5 (O): -0.427, atom 6 (O): -0.587, atom 7 (H): 0.331, atom 8 (H): 0.247


Entry 4:
Molecular formula: H10O5
Method: DFT, wB97M-V/def2-TZVPD

```
15
Properties=species:S:1:pos:R:3
O -1.9855 -1.4642 -1.1579
H -2.0837 -1.7362 -2.0595
H -1.1016 -1.7607 -0.9319
O 2.1451 2.7528 -1.0827
H 1.8202 3.4120 -0.4676
H 1.7277 1.9593 -0.7936
O -0.4824 0.4744 -0.2177
H -1.0596 0.4596 0.5476
H -1.0930 0.3140 -0.9393
O 1.7087 -1.0156 -0.7220
H 1.0000 -0.4759 -0.3598
H 2.4139 -0.7317 -0.0991
O -0.8879 -0.4781 2.5337
H -0.4676 -0.6624 3.4037
H -1.6542 -1.0472 2.3461
```

The value obtained for the orbital gap is 11.33 eV. As for the SMILES: O.O.O.O.O. The value obtained for the HOMO energy is -10.94 eV. The electronic energy is -382.1846 Eh. The strongest force on any atom comes out at 1.6 eV/A. Its lowest unoccupied orbital energy is 0.4 eV.

Atom charges from the Mulliken analysis, given in e for atoms 1 to 8: atom 1 (O): -0.674, atom 2 (H): 0.309, atom 3 (H): 0.354, atom 4 (O): -0.637, atom 5 (H): 0.311, atom 6 (H): 0.316, atom 7 (O): -0.678, atom 8 (H): 0.301


Entry 5:
Molecular formula: H10O5
Method: DFT, wB97M-V/def2-TZVPD

```
15
Properties=species:S:1:pos:R:3
O 0.2605 -4.6448 2.8707
H 0.3814 -5.3364 3.5214
H 0.8361 -4.8929 2.1472
O -1.6456 5.8127 1.0534
H -1.3684 5.0797 1.6030
H -2.0144 6.4473 1.6679
O -3.9019 1.0225 -2.1383
H -3.7454 1.9638 -2.2133
H -3.0546 0.6580 -1.8821
O 0.0538 0.3224 -0.5995
H 0.6349 -0.2112 -0.0574
H 0.3614 1.2195 -0.4701
O 4.0964 -2.2901 -1.9884
H 4.5223 -3.0806 -2.3199
H 4.5836 -2.0699 -1.1945
```

The value obtained for the orbital gap is 11.64 eV. As for the SMILES: O.O.O.O.O. The value obtained for the HOMO energy is -11.18 eV. The electronic energy is -382.1701 Eh. The strongest force on any atom comes out at 0.3 eV/A. Its lowest unoccupied orbital energy is 0.5 eV.

Atom charges from the Mulliken analysis, given in e for atoms 1 to 8: atom 1 (O): -0.637, atom 2 (H): 0.319, atom 3 (H): 0.318, atom 4 (O): -0.637, atom 5 (H): 0.316, atom 6 (H): 0.320, atom 7 (O): -0.646, atom 8 (H): 0.314


Entry 6:
Molecular formula: H10O5
Method: DFT, wB97M-V/def2-TZVPD

```
15
Properties=species:S:1:pos:R:3
O -0.1066 -0.9347 0.8102
H 0.1859 -0.0390 1.0131
H 0.1068 -1.4367 1.6048
O -3.7478 -1.4567 -0.7676
H -4.6574 -1.5334 -0.4581
H -3.4527 -2.3699 -0.8567
O -2.4815 3.9821 0.4128
H -2.8951 4.1021 -0.4495
H -2.1789 3.0671 0.4025
O 4.5619 1.9288 -0.4647
H 3.8994 1.2292 -0.4888
H 5.2991 1.5713 -0.9723
O 1.5515 -2.8708 0.3057
H 1.6781 -3.0003 -0.6410
H 2.2373 -2.2391 0.5497
```

The value obtained for the orbital gap is 10.97 eV. As for the SMILES: O.O.O.O.O. The value obtained for the HOMO energy is -10.75 eV. The electronic energy is -382.1617 Eh. The strongest force on any atom comes out at 0.8 eV/A. Its lowest unoccupied orbital energy is 0.2 eV.

Atom charges from the Mulliken analysis, given in e for atoms 1 to 8: atom 1 (O): -0.621, atom 2 (H): 0.305, atom 3 (H): 0.320, atom 4 (O): -0.628, atom 5 (H): 0.314, atom 6 (H): 0.316, atom 7 (O): -0.642, atom 8 (H): 0.321


Entry 7:
Molecular formula: H10O5
Method: DFT, wB97M-V/def2-TZVPD

```
15
Properties=species:S:1:pos:R:3
O -1.4066 0.1275 1.2643
H -0.6726 -0.4957 1.2229
H -1.1738 0.8070 0.6216
O 2.9939 -1.4942 -2.3197
H 2.4691 -0.7992 -1.9068
H 2.8941 -1.3333 -3.2648
O 0.6056 -2.8000 2.4006
H 0.2075 -3.6276 2.1078
H 1.3687 -2.6894 1.8223
O -2.6258 2.5692 1.2220
H -3.3851 3.1352 1.0431
H -2.9259 1.6881 0.9715
O 0.5239 1.3121 -1.5055
H 0.3432 1.4015 -2.4480
H 0.7839 2.1988 -1.2314
```

The value obtained for the orbital gap is 11.43 eV. As for the SMILES: O.O.O.O.O. The value obtained for the HOMO energy is -11.10 eV. The electronic energy is -382.1792 Eh. The strongest force on any atom comes out at 0.4 eV/A. Its lowest unoccupied orbital energy is 0.3 eV.

Atom charges from the Mulliken analysis, given in e for atoms 1 to 8: atom 1 (O): -0.657, atom 2 (H): 0.289, atom 3 (H): 0.348, atom 4 (O): -0.644, atom 5 (H): 0.332, atom 6 (H): 0.311, atom 7 (O): -0.642, atom 8 (H): 0.320


Entry 8:
Molecular formula: H10O5
Method: DFT, wB97M-V/def2-TZVPD

```
15
Properties=species:S:1:pos:R:3
O 1.5282 -0.2604 1.6389
H 0.7970 -0.1086 0.9839
H 1.7461 -1.1435 1.3535
O 0.5962 0.7025 -2.4323
H 0.6589 0.6191 -3.3712
H 0.9561 1.5959 -2.2385
O -0.0118 -2.6153 -0.9752
H -0.4671 -1.8143 -0.9275
H 0.8049 -2.4536 -1.4332
O -1.3606 1.6513 2.2588
H -1.4402 2.4467 2.7969
H -1.6791 0.9660 2.8543
O -0.5488 -0.1483 -0.0182
H -0.2454 0.2412 -0.8227
H -1.3343 0.3213 0.3325
```

The value obtained for the orbital gap is 10.46 eV. As for the SMILES: O.O.O.O.O. The value obtained for the HOMO energy is -10.19 eV. The electronic energy is -382.1831 Eh. The strongest force on any atom comes out at 2.8 eV/A. Its lowest unoccupied orbital energy is 0.3 eV.

Atom charges from the Mulliken analysis, given in e for atoms 1 to 8: atom 1 (O): -0.684, atom 2 (H): 0.442, atom 3 (H): 0.304, atom 4 (O): -0.656, atom 5 (H): 0.290, atom 6 (H): 0.309, atom 7 (O): -0.617, atom 8 (H): 0.348


Entry 9:
Molecular formula: H10O5
Method: DFT, wB97M-V/def2-TZVPD

```
15
Properties=species:S:1:pos:R:3
O -1.9649 0.4368 0.1658
H -1.5189 -0.3193 -0.2320
H -1.7078 0.3991 1.0940
O 1.3387 -0.3090 -0.4965
H 1.9451 -0.3421 0.2519
H 1.4812 0.5658 -0.8752
O 2.9604 -2.8151 0.0976
H 2.0050 -2.6943 0.0578
H 3.1850 -2.6099 1.0121
O -4.7121 -0.3993 0.0548
H -3.8580 -0.7925 -0.1574
H -5.2064 -0.4525 -0.7709
O 2.3628 3.0372 0.1514
H 2.2973 3.4552 -0.7147
H 1.4979 3.1863 0.5497
```

The value obtained for the orbital gap is 11.33 eV. As for the SMILES: O.O.O.O.O. The value obtained for the HOMO energy is -10.97 eV. The electronic energy is -382.1751 Eh. The strongest force on any atom comes out at 0.5 eV/A. Its lowest unoccupied orbital energy is 0.4 eV.

Atom charges from the Mulliken analysis, given in e for atoms 1 to 8: atom 1 (O): -0.668, atom 2 (H): 0.323, atom 3 (H): 0.323, atom 4 (O): -0.602, atom 5 (H): 0.321, atom 6 (H): 0.303, atom 7 (O): -0.639, atom 8 (H): 0.319


Entry 10:
Molecular formula: H10O5
Method: DFT, wB97M-V/def2-TZVPD

```
15
Properties=species:S:1:pos:R:3
O -0.3961 -0.2007 -1.2603
H -1.1607 0.1190 -1.7682
H 0.0393 0.6587 -1.1190
O -1.0701 2.8140 -0.7682
H -1.5260 2.5347 -1.5664
H -1.6301 2.3826 -0.1057
O -0.5493 1.4251 1.4412
H -0.5911 0.8692 2.2311
H -0.3102 0.7405 0.8045
O 1.8274 -0.0009 1.3913
H 1.9491 0.8575 1.8359
H 1.0829 -0.2700 1.9258
O 0.9108 -4.1070 -1.3109
H 0.6083 -3.1956 -1.2191
H 0.8156 -4.6268 -0.5120
```

The value obtained for the orbital gap is 11.48 eV. As for the SMILES: O.O.O.O.O. The value obtained for the HOMO energy is -11.26 eV. The electronic energy is -382.1672 Eh. The strongest force on any atom comes out at 1.0 eV/A. Its lowest unoccupied orbital energy is 0.2 eV.

Atom charges from the Mulliken analysis, given in e for atoms 1 to 8: atom 1 (O): -0.670, atom 2 (H): 0.307, atom 3 (H): 0.328, atom 4 (O): -0.639, atom 5 (H): 0.292, atom 6 (H): 0.337, atom 7 (O): -0.650, atom 8 (H): 0.344